The following is a quantum chemistry calculation of a 13-piece molecular cluster, C39H104O13 overall, from the Open Molecules 2025 dataset.

Structure (XYZ):
```
156
Properties=species:S:1:pos:R:3:mulliken_charge:R:1
C 4.736 -0.348 4.308 -1.5525
C 3.271 -0.558 4.024 0.3252
C 2.831 0.044 2.668 -0.0410
O 2.932 -1.941 3.930 -0.4989
H 5.343 -0.620 3.445 0.2354
H 5.062 -0.975 5.138 0.4003
H 4.971 0.673 4.606 0.4346
H 2.639 -0.185 4.830 0.4182
H 3.287 1.032 2.593 0.5265
H 1.743 0.069 2.612 -0.6585
H 3.195 -0.531 1.817 0.0510
H 3.388 -2.294 3.163 0.5031
C 5.054 -4.777 0.405 -1.4761
C 4.751 -3.304 0.742 0.4856
C 3.882 -2.736 -0.295 -0.5995
O 4.118 -3.339 1.944 -0.4111
H 5.569 -5.229 1.252 0.4001
H 5.666 -4.940 -0.482 0.4171
H 4.119 -5.334 0.352 0.2534
H 5.605 -2.635 0.847 0.3702
H 3.333 -1.834 -0.025 0.0277
H 3.090 -3.370 -0.693 -0.1446
H 4.422 -2.419 -1.187 0.4496
H 3.774 -4.229 2.052 -0.0427
C -0.785 5.028 -4.860 -1.5180
C -1.237 3.659 -4.423 0.8746
C -0.824 2.485 -5.339 -0.8096
O -0.701 3.367 -3.180 0.2823
H -1.318 5.273 -5.778 0.4614
H 0.293 4.951 -5.002 0.2989
H -1.021 5.774 -4.101 0.3205
H -2.309 3.763 -4.260 0.2970
H -0.902 2.791 -6.382 0.4689
H -1.451 1.620 -5.119 0.1330
H 0.195 2.142 -5.161 -0.1224
H -1.309 2.683 -2.890 -0.4220
C -3.787 -0.803 -2.390 -1.2764
C -3.170 0.411 -3.109 1.0123
C -4.107 1.110 -4.137 -1.5841
O -2.673 1.353 -2.158 0.0105
H -2.930 -1.394 -2.067 -0.0063
H -4.419 -1.458 -2.989 0.5697
H -4.427 -0.463 -1.575 0.1958
H -2.284 0.027 -3.615 0.0786
H -3.706 2.005 -4.612 0.2311
H -5.008 1.337 -3.567 0.4170
H -4.462 0.503 -4.969 0.3713
H -2.272 0.977 -1.372 -0.4384
C 4.289 0.746 -2.620 -0.4487
C 3.890 0.925 -4.101 0.1620
C 2.386 0.444 -4.249 -0.6545
O 3.970 2.277 -4.424 -0.5990
H 3.522 1.207 -1.998 -0.1317
H 5.177 1.346 -2.419 0.3234
H 4.426 -0.314 -2.407 0.1212
H 4.538 0.392 -4.798 0.4611
H 1.793 0.938 -3.480 -0.2613
H 2.301 -0.630 -4.084 0.4778
H 1.985 0.635 -5.245 0.3254
H 3.260 2.684 -3.921 0.3734
C -0.200 -1.491 0.882 -0.3484
C -0.382 0.048 0.437 2.1080
C 0.393 0.457 -0.871 -1.4377
O -1.784 0.334 0.363 2.0290
H -0.648 -1.651 1.862 0.3709
H 0.854 -1.723 1.040 -0.2620
H -0.658 -2.165 0.157 -0.0455
H 0.004 0.561 1.319 -1.3317
H 0.047 -0.034 -1.780 0.2656
H 1.416 0.113 -0.716 0.3513
H 0.462 1.529 -1.052 0.0015
H -2.102 0.028 1.215 -0.9655
C -2.466 4.510 0.012 -1.2201
C -3.864 3.973 -0.069 0.5820
C -4.103 2.771 0.858 -0.6119
O -4.784 4.949 0.376 -0.6538
H -2.025 4.651 0.999 0.1097
H -2.343 5.524 -0.368 0.5750
H -1.789 3.964 -0.646 0.1067
H -4.046 3.740 -1.118 0.0409
H -3.600 2.947 1.809 -0.0005
H -3.559 1.950 0.389 -0.1646
H -5.145 2.483 0.996 0.5461
H -5.667 4.614 0.203 0.3851
C 1.018 3.340 2.001 -0.3308
C 0.724 4.688 2.580 0.6177
C -0.268 4.426 3.711 -1.3071
O 1.893 5.223 3.083 -0.5668
H 1.484 2.645 2.701 0.2284
H 1.742 3.524 1.207 0.0838
H 0.147 2.801 1.629 -0.1889
H 0.307 5.271 1.759 0.0622
H -0.541 5.370 4.182 0.5153
H 0.060 3.765 4.513 0.3726
H -1.172 4.048 3.234 0.0674
H 1.722 5.886 3.756 0.3770
C 3.777 4.650 -1.669 -1.3960
C 2.293 4.362 -1.898 1.7117
C 1.466 5.668 -1.754 -1.1688
O 1.963 3.805 -3.146 -0.5337
H 4.125 5.314 -2.460 0.3756
H 4.428 3.778 -1.737 0.2729
H 3.975 4.936 -0.636 0.3945
H 1.948 3.698 -1.105 -0.7081
H 1.440 6.022 -0.723 0.3455
H 0.395 5.543 -1.917 0.1024
H 1.754 6.429 -2.479 0.3107
H 1.015 3.705 -3.260 0.2491
C -4.399 -2.517 0.481 -0.9376
C -4.522 -3.484 1.740 0.0052
C -3.190 -4.112 2.118 -0.8809
O -4.858 -2.688 2.815 -0.5855
H -5.236 -1.848 0.279 0.4557
H -4.342 -3.181 -0.381 0.4821
H -3.486 -1.927 0.405 -0.0720
H -5.288 -4.255 1.665 0.4443
H -2.716 -4.649 1.297 0.1006
H -3.357 -4.888 2.865 0.4936
H -2.478 -3.322 2.360 0.0408
H -5.741 -2.351 2.646 0.3345
C 1.252 -7.017 2.937 -1.5900
C 1.741 -5.792 2.188 0.3890
C 0.773 -4.605 2.288 -0.0269
O 2.944 -5.501 2.853 -0.6104
H 0.305 -7.316 2.489 0.3684
H 1.070 -6.773 3.984 0.3997
H 2.016 -7.794 2.887 0.4144
H 1.918 -6.097 1.156 0.1821
H -0.212 -4.844 1.886 0.0743
H 1.182 -3.779 1.707 -0.4771
H 0.678 -4.201 3.296 0.4451
H 2.674 -5.346 3.761 0.3886
C -1.027 -3.558 -2.499 -1.0238
C -0.020 -4.555 -1.993 1.8429
C -0.557 -5.971 -1.799 -1.4540
O 1.005 -4.534 -2.930 -0.6218
H -1.663 -3.755 -3.362 0.4988
H -0.613 -2.579 -2.740 0.2001
H -1.744 -3.332 -1.709 -0.1586
H 0.412 -4.153 -1.076 -0.7378
H -1.317 -5.989 -1.018 0.2528
H 0.225 -6.662 -1.482 0.4665
H -0.929 -6.271 -2.779 0.3784
H 1.579 -5.240 -2.626 0.3941
C -1.628 1.009 3.964 -0.4165
C -2.818 0.082 4.084 0.5654
C -4.167 0.759 4.230 -1.3789
O -2.907 -0.563 2.814 -0.1488
H -1.889 1.803 3.265 -0.3596
H -0.739 0.473 3.631 -0.0536
H -1.425 1.363 4.975 0.6376
H -2.641 -0.668 4.855 0.2774
H -4.962 0.036 4.046 0.3923
H -4.383 1.445 3.412 0.1446
H -4.230 1.241 5.205 0.4214
H -3.705 -1.083 2.696 -0.1414
```

max |F|	3.0	eV/A
energy	-68745.57631	eV
energy relative to the best compared isomer or geometry (same formula, charge and spin)	59.9	kcal per mole
HOMO	-9.1	eV